89
Properties=species:S:1:pos:R:3:forces:R:3 method="wB97M-V/def2-TZVPD" homo_energy_ev=-7.99 homo_lumo_gap_ev=7.2
C -0.8908 -4.1234 0.7075 0.537 -0.514 0.721
C -0.1198 -4.9141 -0.3709 -0.491 0.532 -0.390
C -0.3474 -4.3943 -1.8301 0.173 -0.074 1.148
C 0.5758 -3.1810 -2.0574 0.411 0.100 -0.329
N 0.0964 -2.1971 -3.0503 -0.350 -0.180 0.515
C 1.0908 -1.1572 -3.3659 0.466 0.868 -0.032
C 1.1243 -0.0122 -2.3099 -0.209 -0.259 -0.904
C 2.2911 0.9775 -2.5156 0.146 -0.915 -0.148
C 2.8706 1.5928 -1.2034 -0.918 1.001 -1.036
C 1.9201 1.6221 -0.0131 1.127 -0.570 0.658
C 2.3803 1.2122 1.2139 -0.204 0.075 0.632
C 3.8120 0.7400 1.4519 -0.680 -0.189 0.696
C 3.9315 -0.7932 1.6991 0.460 0.205 -0.320
C 2.7912 -1.7358 1.3396 0.135 0.343 0.707
N 4.9858 -1.2574 2.2425 -0.368 0.170 -0.255
C 1.5098 1.2003 2.4067 -0.148 -0.513 0.107
C 2.0446 0.7293 3.7748 0.512 1.083 -0.021
C 2.1827 1.9957 4.7142 0.467 -0.756 -0.109
C 3.6583 2.2844 5.1475 -1.401 1.172 0.430
S 4.2070 3.9469 4.5499 0.513 -0.049 -0.332
C 0.1974 1.6050 2.3670 -1.078 -0.208 -0.189
P -0.8898 1.5284 3.8765 0.581 0.216 1.076
C -2.0805 2.9457 3.7138 0.171 -0.333 -0.201
C -1.8232 -0.0831 3.8581 -0.207 -0.716 -0.645
C -0.9008 -1.2992 4.1574 0.231 0.654 -0.059
C -0.3246 2.0878 1.1157 1.767 -0.440 -0.905
N -1.5279 2.5386 0.8318 -0.660 0.025 -0.143
S -1.5820 2.9057 -0.7479 0.765 -0.300 0.731
N -0.0544 2.5433 -1.1350 -0.104 0.174 -0.553
C 0.5657 2.0795 -0.0594 -0.927 0.384 0.302
C -1.1558 -1.6398 -2.7624 -0.933 0.058 -0.070
S -1.7709 -1.3842 -1.2684 0.169 -0.392 -0.110
S -2.1251 -1.1041 -4.2019 0.759 0.047 -0.621
C -3.7470 -1.9344 -4.0775 -0.425 -0.350 1.684
C -4.6826 -1.4249 -2.9525 -0.108 0.583 0.199
C -4.7359 0.1216 -2.7997 -0.458 -0.226 0.137
H -1.9834 -4.1467 0.5891 0.342 0.195 -0.230
H -0.5174 -3.0964 0.8324 -0.351 -0.217 -0.311
H -0.6815 -4.6201 1.6755 -0.150 0.183 -0.308
H -0.4493 -5.9626 -0.3195 0.405 0.218 0.037
H 0.9529 -4.8097 -0.1307 -0.295 -0.492 -0.109
H -0.1057 -5.2053 -2.5309 -0.059 0.372 0.020
H -1.4197 -4.1700 -1.9168 0.343 0.136 -0.206
H 0.8623 -2.6687 -1.1187 -0.404 -0.318 -0.076
H 1.5189 -3.5801 -2.4733 -0.293 0.263 0.099
H 0.8640 -0.7311 -4.3595 0.210 -0.268 0.251
H 2.0997 -1.6010 -3.3661 -0.482 -0.194 -0.340
H 1.1303 -0.5113 -1.3278 -0.049 0.519 -0.129
H 0.2002 0.5641 -2.4565 0.166 -0.343 0.593
H 1.9700 1.7273 -3.2528 0.126 -0.008 0.437
H 3.1131 0.4201 -3.0057 -0.188 0.306 0.174
H 3.8217 1.1001 -0.9982 -0.438 0.020 0.239
H 3.1172 2.6477 -1.4339 0.052 -0.366 0.124
H 4.5308 1.0876 0.7043 -0.272 -0.281 0.107
H 4.1287 1.2010 2.4032 0.086 -0.031 -0.479
H 2.1473 -1.3365 0.5459 0.252 -0.246 0.100
H 2.1720 -1.8258 2.2532 0.048 0.053 -0.402
H 3.1811 -2.7405 1.1391 -0.080 0.343 -0.160
H 5.6196 -0.4758 2.4377 0.068 -0.238 0.060
H 3.0549 0.3105 3.7099 -0.504 -0.177 -0.126
H 1.4057 -0.0376 4.2186 0.082 0.290 -0.118
H 1.5673 1.8660 5.6133 0.152 0.031 -0.319
H 1.7889 2.8558 4.1639 0.043 -0.168 0.284
H 4.3863 1.5420 4.8034 -0.126 0.283 0.094
H 3.6558 2.3767 6.2422 0.376 -0.422 -0.349
H 3.0603 4.6688 4.4902 0.119 -0.654 0.230
H -2.3692 3.2417 4.7313 -0.074 -0.216 -0.297
H -1.5017 3.7827 3.2925 -0.298 -0.277 0.028
H -2.9491 2.7293 3.0814 0.209 0.232 0.183
H -2.5893 -0.0839 4.6514 0.200 0.484 -0.289
H -2.3403 -0.2782 2.9018 0.077 0.214 0.279
H -0.4692 -1.2008 5.1676 -0.128 -0.107 -0.338
H -1.4506 -2.2486 4.0962 0.140 0.320 -0.037
H -0.0669 -1.3122 3.4354 -0.321 -0.241 0.197
H -3.5342 -2.9965 -3.8750 -0.135 0.282 -0.442
H -4.2882 -1.8226 -5.0266 0.748 0.103 0.010
H -4.4180 -1.8444 -1.9720 0.066 -0.078 -0.451
H -5.6998 -1.7882 -3.1753 0.352 -0.011 -0.057
H -5.7869 0.4138 -2.6344 0.380 0.082 -0.257
H -4.3343 0.6345 -3.6869 -0.241 -0.070 0.316
H -4.1993 0.4660 -1.9014 0.124 -0.200 -0.453
C -3.0482 2.8594 -5.1861 0.072 -0.020 0.048
O -3.5517 2.1149 -6.0084 -0.043 -0.005 0.021
N -3.5160 4.1249 -4.9572 -0.147 0.123 -0.047
N -1.9771 2.4951 -4.4228 0.154 -0.043 -0.008
H -3.1175 4.7532 -4.2861 0.025 -0.035 -0.003
H -4.3036 4.4264 -5.5003 0.021 -0.023 0.015
H -1.6077 1.5707 -4.5618 -0.102 -0.029 0.075
H -1.5498 3.0931 -3.7412 0.024 0.019 -0.049